Formula: C18H23BrCl2NP2Pd
Source: the OMol25 dataset
Level of theory: wB97M-V/def2-TZVPD

The value obtained for the highest occupied orbital energy is -2.4157 eV. As for the LUMO energy: 0.0940 Ha. The net charge is -1. The calculation puts the gap between HOMO and LUMO at 0.18277 hartree. As for the energy above the lowest of the compared OMol25 structures with the same formula, charge and spin: 0.0 kJ/mol.

Last column: natural (NBO) charge in e.
Cartesian coordinates (Å):
1 H 2.2215 0.0299 3.5826  0.234
2 H -0.5224 -0.1909 4.1841  0.222
3 C -2.0633 -1.0611 2.9393  -0.719
4 H -0.3020 -3.2292 1.3525  0.239
5 C -0.7236 -0.3092 -2.5502  -0.252
6 C 2.1861 -0.9457 3.0974  -0.958
7 H 4.5865 1.4379 -4.0867  0.194
8 H -2.8707 -0.8484 3.6466  0.214
9 H -0.5880 -1.9464 4.3051  0.220
10 C 2.5190 1.1676 -1.4072  -0.164
11 C 2.2303 -0.2482 -1.3071  0.216
12 H 3.4330 2.8265 -2.3552  0.202
13 P -2.0354 0.2220 1.5951  1.027
14 H -3.8284 1.0038 0.2016  0.257
15 H -4.4056 0.6832 1.8604  0.214
16 H -2.3426 3.1613 -2.9964  0.207
17 C -1.4241 1.7654 -1.6269  -0.204
18 H 1.4093 -3.0315 1.0503  0.293
19 C -1.9149 1.7491 2.6149  -0.960
20 C -1.1979 0.0751 -3.7987  -0.245
21 C -1.8984 2.1821 -2.8676  -0.288
22 H -0.2229 -1.2657 -2.4440  0.234
23 Br -2.4446 1.8611 -5.6523  -0.022
24 H 4.3256 -1.0575 -3.9492  0.203
25 C 3.9740 0.9806 -3.3222  -0.360
26 H -4.1340 -0.6537 0.7172  0.240
27 H -2.1863 2.5981 1.9844  0.240
28 C 3.0217 -0.9719 -2.2877  -0.137
29 C 3.3161 1.7494 -2.3682  -0.207
30 H 2.3814 -1.7299 3.8317  0.212
31 H 2.9491 -0.9703 2.3181  0.271
32 N 1.4329 -0.8798 -0.4988  -0.926
33 H -2.5792 1.7309 3.4838  0.207
34 Pd -0.1616 -0.1025 0.4127  0.360
35 C -0.6834 -1.1077 3.6107  -0.733
36 C -1.7844 1.3198 -3.9410  -0.099
37 P 0.5891 -1.1829 2.2657  1.059
38 Cl 2.8881 -2.7252 -2.2651  -0.078
39 H -0.8846 1.8983 2.9328  0.243
40 H -1.0972 -0.5806 -4.6543  0.212
41 C -0.8237 0.5175 -1.4276  -0.240
42 C -3.7718 0.3195 1.0489  -0.957
43 H -2.2717 -2.0305 2.4781  0.228
44 H 0.8494 -3.5892 2.6772  0.204
45 C 3.8213 -0.4054 -3.2459  -0.224
46 C 0.6397 -2.9437 1.8212  -0.971
47 H -1.5063 2.4625 -0.7970  0.182
48 Cl 1.8949 2.2657 -0.1631  -0.091